1.
Density functional theory data (ωB97M-V/def2-TZVPD) for a structure of composition C12H26BN2O2P2Ti.

The calculation puts the gap between HOMO and LUMO (alpha / beta) at 0.2346 / 0.2149 hartree. For the LUMO energy (alpha / beta), the calculation gives -8.8 / -9.4 eV. For the energy above the lowest of the compared OMol25 structures with the same formula, charge and spin, the calculation gives 77.2 kcal per mole. The net charge is +2. Its expectation value of S² is 0.754. Its multiplicity is 2.

Geometry (Å):
Ti: 0.27185 0.94152 0.05362
P: 2.24218 -0.60776 0.76299
C: 2.37444 -0.80981 -1.06345
C: 1.06966 -1.39844 -1.56202
N: -0.08700 -0.83353 -1.09112
C: -1.25969 -1.27011 -1.61550
C: -1.31345 -2.28431 -2.59334
C: -0.08828 -2.84254 -3.10169
C: 1.12437 -2.34688 -2.58084
C: -2.46525 -0.52313 -1.09928
P: -2.08376 1.18061 -0.31560
H: 2.04447 -2.73851 -3.01155
H: -2.30361 -2.56261 -2.95204
H: -0.18601 -3.58962 -3.85639
H: -3.19773 -0.37749 -1.91453
H: -3.00408 -1.13151 -0.33913
H: 2.34599 0.25418 -1.38233
H: 3.34745 -1.23098 -1.41927
H: 0.35963 4.09989 -1.09900
O: 1.51490 1.70942 -1.01790
H: 1.98139 1.82871 -1.86567
H: -0.68379 1.89055 -0.34740
O: -0.12962 3.82887 -0.29359
H: 0.40253 3.83258 0.55468
C: -2.74507 2.25495 -1.63470
H: -3.76682 1.94890 -1.89180
H: -2.75522 3.29463 -1.27343
H: -2.10611 2.15346 -2.52393
C: -3.38735 1.19613 0.97479
H: -3.16578 2.00448 1.68691
H: -4.39808 1.37131 0.55167
H: -3.41007 0.23921 1.52988
C: 2.18550 -2.33561 1.37157
H: 3.19061 -2.80749 1.34879
H: 1.81371 -2.33000 2.41645
H: 1.48773 -2.92545 0.74660
C: 3.88922 0.02734 1.24172
H: 3.84111 0.35056 2.29564
H: 4.67692 -0.74171 1.14347
H: 4.13950 0.89874 0.61375
B: -0.34788 -0.10905 4.58684
C: -0.24129 0.40157 3.15422
N: -0.10650 0.78470 2.04161
H: -1.36174 0.36203 5.09031
H: 0.67736 0.26572 5.16478
H: -0.38635 -1.32351 4.51521

Atomic forces in eV per Å
7.03 -5.73 2.98
1.24 -0.69 -0.60
0.41 0.29 -0.29
1.46 0.09 -0.74
1.03 -0.58 -0.71
0.09 -0.12 -0.46
1.10 0.57 0.48
-1.46 1.78 1.77
-1.62 -0.79 -0.41
-0.10 -0.59 0.07
-4.46 -1.28 -2.40
0.00 0.33 0.49
0.40 -0.17 -0.08
0.37 -0.39 -0.45
0.34 0.22 0.35
0.47 0.43 -0.22
0.70 -1.66 0.06
-1.14 -0.32 0.21
0.19 -0.07 1.22
-0.73 0.91 -0.54
-0.41 0.37 0.56
-5.01 4.76 -0.88
-0.01 -0.34 1.08
-0.35 0.73 -1.89
0.42 0.36 0.18
0.28 -0.02 0.20
0.08 -0.26 -0.27
-0.17 0.20 0.20
0.49 0.36 1.26
-0.21 -0.23 -0.07
0.81 -0.01 -0.29
0.29 0.50 -0.28
-0.39 -0.05 0.49
-0.57 0.42 -0.07
0.21 -0.15 -0.53
0.31 0.28 0.38
-0.09 0.33 0.30
0.13 -0.09 -0.40
-0.48 0.26 -0.04
-0.09 -0.31 0.29
0.00 0.02 0.53
0.17 0.37 -0.57
-0.68 0.28 -0.11
0.35 -0.11 -0.28
-0.41 -0.07 -0.38
0.00 0.16 -0.13


2.
Density functional theory data (ωB97M-V/def2-TZVPD) for a cluster of 2 separate species, C12H26BrF3IN3O2P2 in total.

The calculation puts the gap between HOMO and LUMO at 0.1917 hartree. For the LUMO energy, the calculation gives -0.8 eV. The net charge is 0.

Geometry (Å):
C: -0.84274 1.49902 3.09866
C: -2.16246 1.81106 2.39537
P: -1.97198 2.20417 0.61452
C: -0.50164 3.32402 0.47925
C: -1.53522 0.54817 -0.22312
P: -3.15114 0.07653 -1.10810
O: -2.81662 -1.54126 -1.16936
Br: -4.64184 0.18347 0.50960
N: -1.17734 -0.50280 0.74065
C: 0.13753 -1.05706 0.58910
C: 0.45548 -1.99272 1.74432
O: 1.68418 -2.65277 1.38070
C: 2.58920 -2.82723 2.35467
F: 2.04240 -3.17532 3.52195
F: 3.29446 -1.69061 2.57327
F: 3.44973 -3.77456 1.97431
C: 1.08537 0.12125 0.59026
N: 0.92802 0.83254 -0.73633
C: -0.47560 0.78522 -1.33276
C: -0.51068 -0.11403 -2.57475
C: 0.70645 0.03485 -3.50937
C: 1.69576 -1.14381 -3.38948
N: 3.08821 -0.83836 -3.69759
H: -0.05053 2.18655 2.78149
H: -0.94585 1.60243 4.17328
H: -0.55926 0.46683 2.93798
H: -2.57863 2.71767 2.84226
H: -2.87338 0.99482 2.53712
H: -0.31067 3.55701 -0.57201
H: -0.80980 4.26339 0.93307
H: 0.43426 2.99390 0.94142
H: -3.58496 -2.01813 -1.50752
H: -1.89644 -1.20687 0.83425
H: 0.27867 -1.63724 -0.33838
H: 0.55404 -1.43589 2.67491
H: -0.32470 -2.74373 1.84248
H: 2.12204 -0.19578 0.67707
H: 0.81685 0.82918 1.36759
H: 1.16363 1.81341 -0.58198
H: 1.62242 0.46675 -1.38397
H: -0.69024 1.79583 -1.67956
H: -1.40407 0.16869 -3.12813
H: -0.64523 -1.15563 -2.28502
H: 0.34229 0.08593 -4.53335
H: 1.25859 0.95766 -3.29848
H: 1.66662 -1.53932 -2.36751
H: 1.39071 -1.94000 -4.06416
H: 3.26228 -0.83688 -4.69309
H: 3.37446 0.06348 -3.33731
I: -2.98264 -0.36384 4.40175

Atomic forces in eV per Å
0.16 0.38 0.14
1.29 0.78 -0.65
-0.93 0.42 -0.46
0.27 -0.46 -0.29
0.16 -0.50 0.79
0.21 0.55 -0.46
-0.17 0.03 0.07
-0.02 -0.20 0.22
-0.07 0.02 -0.42
-0.07 0.01 0.24
-0.03 0.23 -0.20
0.03 -0.18 0.01
0.12 -0.08 0.00
0.10 -0.04 -0.08
-0.03 -0.10 0.03
-0.18 0.29 0.10
0.19 -0.29 -0.43
-0.03 0.37 0.58
-0.54 0.08 -0.28
0.24 -0.11 0.00
-0.09 -0.42 0.21
0.34 0.38 0.07
-0.06 -0.04 -0.12
0.09 -0.02 0.02
-0.06 0.09 0.05
0.06 -0.02 -0.06
-0.28 -0.05 -0.11
0.08 0.30 -0.27
-0.07 0.08 -0.03
0.07 0.02 0.15
-0.02 0.13 0.18
0.04 -0.11 -0.01
-0.04 -0.05 0.08
0.10 -0.02 -0.01
-0.05 -0.09 0.09
-0.05 0.01 0.15
0.07 0.10 0.00
0.01 -0.07 0.11
0.00 0.02 -0.03
-0.21 -0.11 -0.19
0.29 0.07 -0.14
-0.13 -0.01 0.11
0.03 -0.05 -0.05
0.17 0.25 -0.08
-0.13 0.16 -0.20
-0.09 -0.14 -0.02
-0.13 -0.19 0.19
0.01 0.05 -0.02
0.04 0.00 -0.02
-0.67 -1.43 1.04


3.
Density functional theory data (ωB97M-V/def2-TZVPD) for a cluster of 2 separate species, C12H26BrN2O2 in total.

The calculation puts the gap between HOMO and LUMO (alpha / beta) at 0.3403 / 0.3587 hartree. For the LUMO energy (alpha / beta), the calculation gives 0.8 / 0.4 eV. The net charge is 0. Its expectation value of S² is 0.754. Its multiplicity is 2.

Geometry (Å):
C: 2.93948 -0.03144 0.34727
O: 4.00292 -0.11768 1.29361
C: 5.19195 0.47356 0.92653
Br: 5.55809 1.93393 2.21858
C: 6.32103 -0.51841 1.03126
N: 6.35999 -1.32231 -0.19025
H: 2.27462 0.79042 0.56238
H: 3.30948 0.02241 -0.66498
H: 2.36648 -0.93642 0.44106
H: 5.13560 0.90350 -0.05921
H: 6.07473 -1.14237 1.87280
H: 7.24957 -0.00375 1.24364
H: 7.10706 -0.99972 -0.79164
H: 6.61422 -2.27076 0.05312
C: -2.45658 -1.58339 -1.56809
C: -1.75105 -1.01403 -0.32070
C: -2.61935 -1.22275 0.91918
C: -3.84144 -0.30628 0.95914
C: -3.43096 1.15683 0.79727
C: -2.57520 1.40873 -0.44386
N: -1.43971 0.43802 -0.48956
O: -0.49900 0.81071 0.30294
C: -3.43741 1.32749 -1.71903
C: -2.01693 2.82612 -0.40025
C: -0.45507 -1.80175 -0.18248
H: -3.51315 -1.33619 -1.62777
H: -1.96976 -1.23624 -2.47992
H: -2.40147 -2.67130 -1.55852
H: -2.01491 -1.04619 1.81437
H: -2.93471 -2.26739 0.95654
H: -4.55847 -0.59005 0.18409
H: -4.36087 -0.43496 1.91033
H: -4.31713 1.79270 0.75052
H: -2.87166 1.46554 1.68587
H: -2.80936 1.30451 -2.61009
H: -4.07580 2.20767 -1.78711
H: -4.10496 0.47048 -1.74707
H: -1.45560 3.02170 0.51038
H: -2.84109 3.53689 -0.44156
H: -1.36272 3.01346 -1.25281
H: 0.19708 -1.64743 -1.04380
H: -0.68580 -2.86400 -0.11976
H: 0.09789 -1.53987 0.71759

Atomic forces in eV per Å
0.05 -0.08 0.37
0.03 -0.24 -0.48
-0.42 -0.15 0.69
0.02 0.27 -0.11
0.05 0.08 -0.30
0.25 -0.25 0.14
-0.12 0.47 0.07
0.20 0.10 -0.35
-0.20 -0.41 0.07
0.04 0.41 -0.29
0.03 -0.30 0.41
0.27 0.10 0.01
-0.08 0.11 -0.12
-0.14 -0.10 -0.10
-0.11 0.13 -0.05
-0.24 -0.85 -0.85
-0.20 0.22 0.30
0.05 0.03 -0.06
-0.02 -0.30 0.32
-0.69 0.49 -0.90
-0.18 0.08 1.44
0.49 -0.04 -0.33
-0.02 -0.16 0.00
0.27 0.10 0.14
0.34 0.12 0.23
0.05 0.03 0.01
0.01 0.03 0.00
0.10 -0.02 0.10
0.07 0.06 -0.06
0.05 -0.05 -0.05
0.02 0.00 -0.02
-0.01 0.00 0.00
0.00 0.05 -0.07
0.10 0.00 -0.06
0.02 -0.02 0.01
0.07 0.09 0.09
0.06 0.01 0.01
0.04 -0.09 -0.04
-0.10 -0.04 -0.04
0.01 -0.02 0.00
-0.02 0.04 -0.02
-0.11 -0.04 -0.06
-0.05 0.13 -0.04


What is the net charge in the first record?
+2


The highest net charge belongs to which entry?
C12H26BN2O2P2Ti